1.
{
  "formula": "C15H25OP",
  "method": "ωB97M-V with the def2-TZVPD basis set",
  "elements": ["C", "C", "C", "C", "P", "O", "C", "C", "C", "C", "C", "C", "C", "C", "C", "C", "C", "H", "H", "H", "H", "H", "H", "H", "H", "H", "H", "H", "H", "H", "H", "H", "H", "H", "H", "H", "H", "H", "H", "H", "H", "H"],
  "positions_angstrom": [[-3.867, -2.273, -1.584], [-3.682, -0.766, -1.454], [-2.926, -0.364, -0.188], [-1.478, -0.840, -0.171], [-0.683, -0.196, 1.361], [-1.527, -0.367, 2.552], [-0.229, 1.571, 1.105], [0.412, 1.964, -0.225], [-0.576, 2.559, -1.230], [-1.033, 3.963, -0.848], [0.903, -1.137, 1.565], [1.941, -0.933, 0.518], [2.982, -0.034, 0.721], [3.932, 0.180, -0.261], [3.858, -0.506, -1.462], [2.833, -1.413, -1.669], [1.885, -1.628, -0.685], [-4.495, -2.503, -2.442], [-4.344, -2.674, -0.693], [-2.913, -2.776, -1.721], [-4.665, -0.290, -1.435], [-3.149, -0.388, -2.331], [-2.944, 0.725, -0.092], [-3.431, -0.769, 0.692], [-1.439, -1.930, -0.108], [-0.938, -0.519, -1.061], [-1.150, 2.129, 1.290], [0.435, 1.791, 1.947], [1.201, 2.698, -0.042], [0.888, 1.090, -0.673], [-1.446, 1.908, -1.322], [-0.090, 2.603, -2.208], [-1.717, 4.354, -1.598], [-1.546, 3.965, 0.110], [-0.180, 4.635, -0.780], [0.592, -2.185, 1.630], [1.262, -0.835, 2.553], [3.044, 0.505, 1.656], [4.734, 0.883, -0.089], [4.599, -0.339, -2.229], [2.773, -1.958, -2.600], [1.091, -2.343, -0.850]],
  "max_force_ha_per_bohr": 0.0239,
  "homo_ev": -8.9616,
  "lumo_ha": 0.029,
  "e_tot_ha": -1003.20604,
  "orbital_gap_ev": 9.7593,
  "charge": 0,
  "relative_energy_kj_mol": 9.2
}

***

2.
{
  "formula": "C15H26Br6Fe2O9",
  "method": "ωB97M-V with the def2-TZVPD basis set",
  "elements": ["Fe", "Fe", "C", "O", "O", "O", "C", "O", "O", "O", "C", "C", "O", "C", "H", "H", "H", "H", "H", "H", "O", "C", "O", "C", "C", "C", "H", "H", "H", "H", "H", "H", "H", "H", "Br", "C", "C", "Br", "H", "H", "H", "H", "Br", "C", "C", "Br", "H", "H", "H", "H", "Br", "C", "C", "Br", "H", "H", "H", "H"],
  "positions_angstrom": [[-0.898, -1.289, -2.381], [-3.303, -0.127, -0.652], [-0.807, 0.775, -0.942], [0.057, 0.485, -1.878], [-1.957, 1.366, -1.161], [-1.142, -0.352, -0.342], [-3.344, -2.224, -2.214], [-3.944, -2.168, -1.059], [-2.399, -3.013, -2.565], [-2.961, -0.989, -2.480], [2.595, -1.026, -3.378], [2.157, -2.133, -2.476], [1.002, -2.199, -2.087], [3.139, -3.237, -2.209], [2.671, -1.307, -4.431], [3.548, -0.573, -3.107], [1.828, -0.248, -3.353], [2.704, -4.064, -1.655], [4.055, -2.883, -1.743], [3.319, -3.594, -3.230], [-3.598, 0.057, 1.509], [-2.994, -0.704, 2.259], [-1.922, -0.339, 2.929], [-1.467, 1.013, 2.840], [-2.220, 1.971, 3.751], [-3.335, -2.144, 2.431], [-1.533, 1.408, 1.824], [-0.398, 1.005, 3.052], [-3.194, 2.170, 3.314], [-1.633, 2.896, 3.736], [-2.169, 1.700, 4.804], [-2.429, -2.687, 2.697], [-3.826, -2.550, 1.552], [-3.956, -2.272, 3.323], [0.207, -3.515, 1.178], [1.064, -1.929, 1.973], [1.212, -2.128, 3.452], [2.374, -0.698, 4.122], [0.432, -1.084, 1.721], [2.003, -1.964, 1.438], [1.568, -3.093, 3.792], [0.265, -1.927, 3.950], [-2.005, 6.003, -1.681], [-0.506, 4.752, -1.806], [-0.755, 3.795, -2.947], [-0.788, 4.648, -4.698], [-0.536, 4.166, -0.888], [0.483, 5.201, -1.825], [-1.701, 3.280, -2.841], [0.053, 3.065, -2.964], [5.003, -0.078, -0.542], [3.388, 0.416, 0.420], [2.798, 1.690, -0.132], [1.548, 2.473, 1.100], [3.648, 0.548, 1.468], [2.651, -0.380, 0.388], [2.377, 1.584, -1.130], [3.571, 2.451, -0.225]],
  "max_force_ha_per_bohr": 0.1717,
  "homo_ev": [-8.7748, -8.9059],
  "lumo_ha": [-0.006, -0.018],
  "e_tot_ha": -19235.85572,
  "orbital_gap_ev": [8.6222, 8.4126],
  "multiplicity": 9,
  "charge": 0,
  "relative_energy_kj_mol": 0.0
}

***

3.
{
  "formula": "C15H26BrClCrN3O6S2",
  "method": "ωB97M-V with the def2-TZVPD basis set",
  "elements": ["Cr", "C", "C", "N", "C", "C", "S", "C", "C", "N", "H", "H", "H", "H", "H", "H", "H", "H", "H", "H", "H", "H", "H", "H", "O", "C", "C", "C", "N", "C", "Br", "C", "H", "H", "H", "H", "O", "Cl", "O", "O", "O", "O", "S", "C", "C", "C", "C", "H", "H", "H", "H", "H", "H", "H", "H"],
  "positions_angstrom": [[0.168, 0.845, 0.335], [2.807, 1.508, -1.779], [3.116, 1.698, -0.315], [2.340, 0.672, 0.472], [2.851, -0.707, 0.236], [2.129, -1.529, -0.842], [0.421, -1.035, -1.248], [0.546, -0.472, -2.970], [0.859, 1.037, -3.169], [1.364, 1.667, -1.958], [3.105, 0.509, -2.094], [3.391, 2.224, -2.359], [3.165, 3.357, 0.759], [4.180, 1.557, -0.113], [2.516, 0.898, 1.449], [2.800, -1.243, 1.176], [3.909, -0.652, -0.027], [2.053, -2.561, -0.505], [2.676, -1.542, -1.781], [-0.409, -0.742, -3.419], [1.295, -1.113, -3.432], [-0.031, 1.568, -3.494], [1.579, 1.117, -3.987], [1.110, 2.644, -1.893], [-5.401, 2.775, -1.076], [-4.284, 2.118, -0.817], [-3.327, 1.775, -1.776], [-2.187, 1.155, -1.354], [-1.914, 0.825, -0.071], [-2.905, 1.064, 0.822], [-2.792, 0.392, 2.573], [-4.069, 1.718, 0.503], [-5.506, 2.986, -2.012], [-3.473, 2.002, -2.825], [-1.419, 0.905, -2.073], [-4.831, 1.896, 1.247], [-0.229, 2.960, -0.203], [-0.316, 3.454, 1.224], [-0.032, 2.091, 1.912], [0.750, 4.349, 1.545], [2.682, 2.965, 0.025], [0.128, -0.717, 1.563], [0.696, -1.284, 2.880], [0.093, -0.258, 4.265], [-0.777, -1.157, 5.155], [-0.436, -2.612, 4.814], [-0.367, -2.680, 3.294], [-0.438, 0.583, 3.819], [0.982, 0.116, 4.774], [-1.832, -0.966, 4.956], [-0.596, -0.946, 6.206], [-1.180, -3.311, 5.191], [0.524, -2.896, 5.252], [-1.328, -2.476, 2.817], [0.069, -3.591, 2.890]],
  "max_force_ha_per_bohr": 0.0111,
  "homo_ev": [-15.2850, -15.4312],
  "lumo_ha": [-0.254, -0.218],
  "e_tot_ha": -6077.26729,
  "orbital_gap_ev": [8.3817, 9.5117],
  "multiplicity": 4,
  "charge": 2
}

***

4.
{
  "formula": "C15H26BrN2O3",
  "method": "ωB97M-V with the def2-TZVPD basis set",
  "elements": ["C", "C", "C", "C", "N", "C", "C", "C", "C", "O", "O", "C", "C", "C", "C", "Br", "C", "N", "H", "H", "H", "H", "H", "H", "H", "H", "H", "H", "H", "H", "H", "H", "H", "H", "H", "H", "H", "H", "C", "C", "O", "H", "H", "H", "H", "H", "H"],
  "positions_angstrom": [[-2.523, 1.074, 1.595], [-1.329, 0.093, 1.540], [-1.669, -1.275, 0.908], [-1.639, -1.260, -0.637], [-0.941, -2.473, -1.208], [0.452, -2.215, -1.110], [1.201, -2.744, -0.089], [2.551, -2.446, 0.012], [3.364, -2.996, 1.161], [4.200, -2.353, 1.741], [3.074, -4.282, 1.550], [3.137, -1.599, -0.946], [4.591, -1.148, -0.944], [4.600, 0.406, -0.718], [4.637, 1.226, -2.045], [6.027, 0.967, 0.490], [2.353, -1.129, -1.963], [1.046, -1.438, -2.029], [-2.117, 2.094, 1.658], [-3.072, 0.933, 2.534], [-3.177, 1.053, 0.717], [-1.043, -0.110, 2.581], [-0.462, 0.560, 1.051], [-2.663, -1.595, 1.246], [-0.974, -2.010, 1.335], [-1.154, -0.332, -0.985], [-2.670, -1.286, -1.000], [-1.138, -2.509, -2.209], [0.705, -3.386, 0.632], [2.789, -4.226, 2.476], [5.112, -1.393, -1.876], [5.162, -1.580, -0.121], [3.659, 0.667, -0.220], [5.000, 0.575, -2.849], [3.614, 1.547, -2.276], [5.285, 2.098, -1.935], [2.738, -0.491, -2.751], [0.472, -1.062, -2.777], [-6.135, 3.203, 1.037], [-4.900, 4.083, 1.085], [-4.452, 4.388, -0.235], [-5.923, 2.277, 0.500], [-6.480, 2.955, 2.043], [-6.947, 3.704, 0.505], [-4.087, 3.572, 1.598], [-5.109, 5.017, 1.615], [-5.166, 4.848, -0.687]],
  "max_force_ha_per_bohr": 0.0325,
  "homo_ev": -12.0902,
  "lumo_ha": -0.181,
  "e_tot_ha": -3496.14787,
  "orbital_gap_ev": 7.1671,
  "charge": 1
}